1.
The following is a quantum chemistry calculation of C29H37MnN5S as an isolated structure at a distorted geometry, from the Open Molecules 2025 dataset.

```
73
Properties=species:S:1:pos:R:3:lowdin_charge:R:1
Mn 0.26398 -0.10820 0.70399 0.246
S -1.73131 -0.57860 1.12253 0.831
N 0.08272 -2.37674 -0.54533 -0.037
N 0.04827 -0.99863 -2.28233 -0.008
N 0.60827 -2.66999 3.59158 0.072
N -3.61746 0.78519 2.48917 0.017
N -2.37319 -0.69966 3.74344 0.053
C -1.46036 1.92504 -3.96147 -0.014
C 1.83806 0.38542 1.95394 -0.291
C 0.01053 -3.47079 4.49691 -0.181
C -0.98183 2.86572 1.68014 -0.041
C 0.83195 2.63045 -0.92078 -0.031
C 2.04498 0.87156 0.60315 -0.284
C 0.81875 -1.90817 1.29322 -0.135
C 0.67096 1.02979 2.49262 -0.264
C 0.11463 1.88017 1.47691 -0.282
C -2.60637 -0.08695 2.58069 -0.842
C -0.66473 3.39922 -5.83966 -0.071
C -1.31024 0.84335 -3.09433 -0.203
C -0.17783 -1.08024 -0.90745 -0.306
C -0.96066 -3.51701 1.95421 -0.084
C 0.13092 -2.71558 2.31999 -0.363
C -1.59260 -4.28756 2.90768 -0.102
C 0.28354 0.97774 3.92800 -0.038
C -2.39712 0.46673 -2.14958 -0.060
C 2.17325 -0.37306 -4.16228 -0.060
C 0.89592 0.39425 -4.10078 -0.204
C 3.23156 0.59481 -0.25125 -0.035
C -1.10393 -4.26111 4.21057 -0.128
C 0.63100 -2.21882 -2.68360 -0.100
C 0.95139 1.78015 0.29629 -0.284
C 2.77773 -0.43941 2.77354 -0.056
C 0.74311 -2.99919 -1.58753 -0.124
C -0.11578 0.11810 -3.16379 -0.123
C 0.69188 1.47516 -4.95760 -0.021
C -0.46677 2.25125 -4.88987 -0.281
H 2.88039 0.16700 -4.80565 0.077
H 2.25215 -1.28751 3.23628 0.047
H 2.64872 -0.48735 -3.18023 0.077
H -2.23858 0.89468 -1.15002 0.041
H -0.59279 3.77828 2.16449 0.085
H 1.34379 3.59960 -0.79438 0.085
H -2.50976 -0.61589 -2.04243 0.085
H -4.19726 0.98898 3.29882 0.069
H -1.15832 -3.50192 0.88295 0.087
H 1.45898 1.72437 -5.69062 0.110
H -1.42601 3.16647 0.72173 0.073
H 2.96991 0.65642 -1.31572 0.056
H -3.89620 1.16651 1.59297 0.074
H -2.97531 -0.51538 4.54919 0.084
H 0.87275 -2.42716 -3.70334 0.085
H 3.21811 0.15674 3.58868 0.083
H -3.34984 0.87046 -2.51729 0.076
H -1.20108 4.22275 -5.35139 0.074
H -1.67232 -1.42756 3.82729 0.062
H -1.78611 2.46853 2.31612 0.051
H 0.83724 1.73858 4.50620 0.084
H 0.30491 3.76516 -6.19899 0.071
H -1.25339 3.09400 -6.71800 0.078
H -0.22344 2.83122 -1.15462 0.071
H 3.63461 -0.40804 -0.05336 0.076
H 1.18565 -3.98016 -1.48237 0.095
H 1.87296 -2.21919 1.08472 0.089
H 1.27444 2.12661 -1.79064 0.068
H 3.59972 -0.82642 2.15966 0.071
H 0.51673 -0.00376 4.36733 0.073
H -1.59326 -4.85912 4.97129 0.078
H -2.42865 -4.88361 2.56940 0.092
H 4.04127 1.31992 -0.06496 0.082
H -2.37469 2.51591 -3.92280 0.116
H 0.41715 -3.49431 5.50408 0.086
H 2.05073 -1.36708 -4.60877 0.066
H -0.78638 1.16791 4.08345 0.057
```

As for the spin multiplicity: 5. The LUMO energy (alpha / beta) is 2.7022 / 2.6968 eV. The expectation value of S² is 6.062. As for the HOMO energy (alpha / beta): -0.57 / -3.59 eV. Its total charge is -1.

2.
The following is a quantum chemistry calculation of C29H37N6O3RhS2Sb2 as an isolated structure at a distorted geometry, from the Open Molecules 2025 dataset.

```
80
Properties=species:S:1:pos:R:3:lowdin_charge:R:1
Sb -0.95080 -1.89989 1.61250 1.544
Sb -0.93379 -1.66921 -1.94123 1.337
Rh 0.40470 0.42835 -0.56450 0.572
S -2.05491 2.76774 -4.04670 0.845
S -0.09803 1.98269 -2.26791 0.716
O -1.96362 3.71749 -1.56976 -0.169
O 6.57829 -3.42691 -0.69351 0.136
O 7.24739 -3.12109 1.39036 0.144
N 4.94697 1.99422 -2.91278 0.208
N 3.77695 0.01389 -3.33174 0.155
N 1.41886 -0.26027 1.08438 -0.147
N -0.82528 1.08146 0.89882 -0.139
N 5.65911 0.48296 -4.49776 0.208
N 1.85758 -0.09290 -1.84977 -0.050
C -1.81064 -5.47602 -1.48844 -0.042
C -0.77911 1.78126 3.22084 -0.023
C 1.01294 0.39864 2.19348 -0.173
C -1.98813 2.40159 3.06768 -0.037
C -1.54744 -6.62302 -0.75922 -0.041
C -2.63890 2.33077 1.82306 -0.042
C -0.19277 1.10558 2.12681 -0.349
C -2.59148 -3.13149 -1.71720 -0.273
C 0.49283 -3.48765 1.71911 -0.239
C -1.48818 2.95766 -2.51431 -1.282
C 2.62739 -0.95552 1.02529 -0.312
C -1.73952 -6.63254 0.62140 -0.053
C 6.34763 -3.00728 0.40571 -0.488
C 4.77900 0.83673 -3.56552 -0.464
C -2.84796 -3.12075 1.26516 -0.216
C 2.73074 -2.05298 0.15677 -0.085
C -3.07283 4.58472 -1.88336 -0.038
C 3.92309 -2.71830 -0.00521 0.012
C -2.27837 -4.31144 -0.88046 -0.287
C -0.99750 -1.49756 3.73066 -0.250
C 0.50936 -3.04732 -2.73702 -0.275
C 5.04864 -2.33088 0.72144 -0.130
C 4.94354 -1.27545 1.62039 -0.010
C -1.67378 -0.95270 -3.82429 -0.308
C 2.79992 0.05861 -2.52240 -0.287
C -2.44216 -4.31120 0.52837 -0.320
C -2.02528 1.66882 0.78838 -0.147
C 3.74986 -0.58842 1.77206 -0.003
C -2.16293 -5.48477 1.25064 -0.050
H -3.60640 2.78787 1.67583 0.114
H -2.51457 1.58176 -0.16992 0.105
H -3.53303 -2.44543 0.76339 0.057
H 4.28685 2.28797 -2.21656 0.119
H 4.01418 -3.54472 -0.69828 0.132
H 5.56731 -0.41027 -4.94947 0.133
H -2.60779 -0.41168 -3.68411 0.005
H 0.67383 -3.87453 -2.04761 0.007
H 5.72429 2.60114 -3.10894 0.126
H 1.84825 -2.34141 -0.40082 0.063
H 0.12606 -3.43130 -3.68100 0.024
H 6.45495 1.05506 -4.71943 0.129
H -1.78014 -0.77869 3.96274 0.018
H -1.20298 -7.51607 -1.26315 0.117
H -3.27714 5.14210 -0.97580 0.105
H -2.30742 -5.47794 2.32526 0.123
H 1.46841 -3.05821 1.94019 0.009
H 1.57159 0.31664 3.11832 0.131
H -2.44480 2.93134 3.89240 0.123
H -3.17751 -3.32735 2.28300 0.079
H 1.44266 -2.51513 -2.90377 -0.007
H 3.70502 0.26153 2.44134 0.113
H -0.93765 -0.29142 -4.27581 -0.009
H -3.94576 4.00327 -2.17667 0.096
H -2.76104 -3.41907 -2.75353 0.070
H -2.80126 5.26409 -2.69053 0.101
H -1.56135 -7.53387 1.19154 0.117
H -0.03030 -1.09271 4.02348 0.011
H 6.91330 -2.82350 2.24198 0.110
H -1.17592 -2.43507 4.25676 0.028
H -1.84123 -1.81420 -4.46854 0.019
H 0.18427 -4.14819 2.52791 0.031
H 5.81115 -0.93629 2.17468 0.125
H 0.53406 -4.04215 0.78347 0.020
H -3.44383 -2.55365 -1.36372 0.062
H -0.24662 1.79584 4.16252 0.130
H -1.67360 -5.48249 -2.56340 0.120
```

As for the spin multiplicity: 5. The LUMO energy (alpha / beta) is -5.3446 / -7.9098 eV. The expectation value of S² is 6.049. As for the HOMO energy (alpha / beta): -11.37 / -13.16 eV. Its total charge is +2.

Relative energy (zero: lowest compared OMol25 entry of this formula, charge and spin) values, unit kJ/mol, following the record order: 204.7, 56.8.